# 1
{"formula": "C5H12N2O", "method": "ωB97M-V with the def2-TZVPD basis set", "species": ["N", "C", "C", "C", "N", "C", "C", "O", "H", "H", "H", "H", "H", "H", "H", "H", "H", "H", "H", "H"], "positions_angstrom": [[-2.697, 0.032, -0.674], [-1.119, -0.164, -0.106], [-1.258, -0.799, 1.272], [0.454, 0.459, -0.141], [1.148, -0.685, -0.627], [2.111, -1.231, 0.283], [0.622, 1.623, -1.100], [0.827, 0.824, 1.061], [-1.470, 0.901, -0.223], [-2.861, -0.650, -1.418], [-1.004, -0.877, -0.943], [-1.233, 0.075, 1.944], [-0.551, -1.558, 1.630], [-2.293, -1.172, 1.328], [2.528, -0.329, -0.357], [2.444, -2.192, -0.107], [1.756, -1.346, 1.312], [0.024, 2.487, -0.766], [1.593, 2.151, -0.992], [0.520, 1.337, -2.143]], "forces_ev_per_a": [[-0.948, 1.288, 0.212], [-0.079, -2.830, 0.282], [-1.231, 0.925, 0.697], [2.965, 1.812, 3.120], [-0.120, -1.031, -0.593], [-3.296, -0.911, -1.791], [0.490, 1.355, -0.730], [-0.827, -0.269, -0.748], [-0.209, -0.277, -0.573], [0.822, -0.096, -0.379], [-0.123, 0.327, 0.145], [0.242, -0.634, 0.162], [0.028, 0.353, -0.493], [0.591, -0.224, -0.024], [1.255, 0.029, 1.187], [0.562, 0.385, -0.288], [0.934, 1.490, 0.251], [-0.665, -0.779, -0.368], [0.061, -1.155, 0.089], [-0.452, 0.241, -0.156]], "nbo_charge": [-0.667, -0.424, -0.621, 0.379, -0.209, -0.353, -0.630, -0.771, 0.459, 0.310, 0.326, 0.245, 0.208, 0.233, 0.349, 0.214, 0.259, 0.242, 0.237, 0.215], "total_energy_ha": -382.04507, "e_homo_ha": -0.30182, "orbital_gap_ev": 5.8, "e_above_lowest_kj_mol": 1201.1}

# 2
{"formula": "C28H43NO6S", "method": "ωB97M-V with the def2-TZVPD basis set", "species": ["C", "S", "C", "C", "C", "N", "C", "O", "C", "C", "C", "O", "O", "C", "C", "C", "C", "C", "C", "C", "C", "C", "C", "O", "C", "C", "C", "C", "C", "C", "C", "C", "C", "C", "O", "O", "H", "H", "H", "H", "H", "H", "H", "H", "H", "H", "H", "H", "H", "H", "H", "H", "H", "H", "H", "H", "H", "H", "H", "H", "H", "H", "H", "H", "H", "H", "H", "H", "H", "H", "H", "H", "H", "H", "H", "H", "H", "H", "H"], "positions_angstrom": [[4.187, 3.459, 1.379], [2.848, 2.530, 0.586], [3.800, 1.560, -0.627], [4.611, 0.450, 0.030], [4.904, -0.680, -0.962], [3.681, -1.276, -1.435], [3.654, -1.967, -2.602], [4.519, -1.874, -3.444], [2.414, -2.834, -2.772], [2.237, -3.844, -1.620], [1.116, -3.474, -0.671], [0.164, -4.170, -0.440], [1.320, -2.274, -0.109], [0.336, -1.769, 0.795], [1.013, -0.976, 1.927], [0.078, 0.208, 2.241], [-1.182, -0.096, 1.428], [-2.154, 1.038, 1.121], [-2.609, 1.726, 2.407], [-3.681, 2.769, 2.123], [-4.864, 2.116, 1.413], [-6.032, 3.101, 1.282], [-7.225, 2.454, 0.626], [-8.338, 2.508, 1.086], [-6.898, 1.738, -0.660], [-5.702, 0.795, -0.505], [-4.452, 1.491, 0.062], [-3.954, 2.534, -0.944], [-3.355, 0.431, 0.365], [-2.889, -0.327, -0.888], [-1.824, -1.387, -0.587], [-0.645, -0.765, 0.155], [0.136, 0.182, -0.759], [5.757, -1.752, -0.287], [5.362, -2.852, -0.015], [6.990, -1.324, -0.020], [3.719, 4.152, 2.071], [4.839, 2.780, 1.920], [4.740, 4.007, 0.622], [4.432, 2.246, -1.191], [3.053, 1.135, -1.295], [5.556, 0.836, 0.416], [4.042, 0.035, 0.867], [5.458, -0.305, -1.830], [2.984, -1.505, -0.738], [1.539, -2.185, -2.849], [2.521, -3.362, -3.719], [2.001, -4.831, -2.017], [3.165, -3.920, -1.046], [-0.222, -2.626, 1.188], [1.172, -1.610, 2.798], [1.986, -0.628, 1.586], [-0.135, 0.274, 3.306], [0.524, 1.152, 1.927], [-1.743, -0.864, 1.976], [-1.649, 1.778, 0.497], [-1.752, 2.197, 2.890], [-3.010, 0.976, 3.094], [-3.270, 3.572, 1.509], [-4.020, 3.212, 3.062], [-5.212, 1.293, 2.050], [-6.323, 3.464, 2.270], [-5.733, 3.966, 0.686], [-7.776, 1.180, -0.992], [-6.676, 2.494, -1.416], [-5.485, 0.365, -1.483], [-5.988, -0.023, 0.161], [-3.891, 2.096, -1.937], [-2.972, 2.911, -0.677], [-4.629, 3.382, -1.002], [-3.809, -0.306, 1.038], [-2.496, 0.376, -1.620], [-3.740, -0.834, -1.342], [-1.496, -1.845, -1.523], [-2.260, -2.177, 0.028], [0.584, -0.384, -1.573], [-0.510, 0.937, -1.194], [0.926, 0.689, -0.215], [7.518, -2.030, 0.388]], "forces_ev_per_a": [[-0.240, -0.372, -0.223], [0.078, 0.095, -0.208], [-0.217, 0.217, 0.537], [0.014, -0.073, -0.271], [0.168, -0.069, -0.118], [0.172, 0.353, 0.421], [-0.533, -0.020, -0.120], [0.310, -0.095, -0.200], [0.191, -0.074, -0.106], [-0.189, -0.073, 0.048], [0.121, -0.697, -0.307], [-0.091, 0.046, 0.024], [0.276, 0.277, 0.011], [-0.621, 0.195, 0.416], [0.074, -0.102, -0.102], [-0.154, -0.093, 0.069], [0.249, 0.309, -0.263], [-0.173, -0.457, 0.474], [0.099, 0.270, -0.313], [-0.112, -0.376, 0.185], [0.122, 0.432, -0.102], [-0.035, -0.105, 0.315], [0.203, 0.140, -0.184], [-0.179, -0.037, 0.099], [-0.207, -0.294, -0.057], [0.104, 0.194, -0.063], [-0.121, -0.393, 0.138], [-0.063, -0.122, 0.191], [0.108, 0.319, -0.371], [-0.078, -0.197, 0.204], [0.096, 0.170, -0.065], [-0.007, -0.486, 0.022], [-0.197, -0.118, 0.147], [-0.305, -0.226, -0.160], [0.021, -0.150, 0.088], [0.582, 0.392, 0.041], [0.028, 0.077, 0.074], [0.126, 0.075, 0.093], [0.096, 0.101, 0.029], [0.013, -0.050, -0.119], [0.018, 0.033, -0.052], [-0.050, -0.039, 0.066], [0.049, 0.025, 0.042], [-0.052, -0.047, 0.152], [0.037, -0.012, -0.066], [-0.007, 0.024, -0.053], [0.015, 0.107, 0.069], [-0.013, 0.100, 0.101], [-0.020, -0.025, 0.021], [0.070, 0.175, -0.083], [0.088, -0.013, -0.007], [0.105, 0.031, 0.033], [0.018, 0.097, 0.046], [0.041, 0.064, 0.027], [-0.075, -0.068, -0.006], [0.058, 0.063, -0.080], [0.049, -0.045, 0.101], [0.003, -0.086, 0.088], [0.006, 0.126, -0.041], [-0.025, 0.099, -0.016], [0.014, -0.068, -0.001], [-0.043, 0.025, -0.068], [0.015, 0.066, -0.048], [-0.008, 0.124, 0.017], [-0.006, 0.070, -0.044], [0.012, -0.081, 0.019], [0.029, -0.102, 0.025], [0.026, -0.009, -0.122], [0.120, 0.100, -0.029], [-0.024, 0.128, -0.068], [-0.043, -0.021, 0.087], [-0.046, 0.061, -0.115], [-0.021, 0.063, -0.108], [0.003, -0.098, -0.023], [0.012, -0.082, 0.029], [0.064, -0.007, -0.087], [-0.021, 0.144, -0.064], [0.187, 0.121, 0.047], [-0.315, -0.030, -0.061]], "nbo_charge": [-0.738, 0.173, -0.528, -0.416, -0.161, -0.645, 0.698, -0.616, -0.493, -0.519, 0.815, -0.586, -0.549, 0.094, -0.420, -0.411, -0.201, -0.210, -0.397, -0.386, -0.201, -0.508, 0.607, -0.535, -0.516, -0.387, -0.007, -0.640, -0.201, -0.399, -0.391, -0.030, -0.630, 0.794, -0.598, -0.682, 0.234, 0.212, 0.215, 0.220, 0.241, 0.228, 0.211, 0.254, 0.427, 0.225, 0.245, 0.243, 0.259, 0.216, 0.218, 0.208, 0.214, 0.215, 0.198, 0.201, 0.211, 0.194, 0.197, 0.210, 0.201, 0.231, 0.220, 0.234, 0.222, 0.211, 0.205, 0.215, 0.213, 0.209, 0.199, 0.196, 0.212, 0.208, 0.208, 0.211, 0.213, 0.214, 0.503], "total_energy_ha": -1997.24355, "e_homo_ha": -0.32957, "orbital_gap_ev": 9.4, "e_above_lowest_kj_mol": 12.1, "smiles": "CSCC[C@H](NC(=O)CCC(=O)O[C@H]1CC[C@H]2[C@@H]3CC[C@H]4CC(=O)CC[C@]4(C)[C@H]3CC[C@]12C)C(=O)O"}

# 3
{"formula": "C22H28N11O4S3Ti", "method": "ωB97M-V with the def2-TZVPD basis set", "species": ["Ti", "C", "C", "N", "C", "S", "N", "N", "C", "C", "C", "C", "C", "C", "C", "N", "H", "H", "H", "H", "H", "H", "H", "H", "H", "H", "H", "H", "H", "N", "C", "C", "N", "C", "C", "N", "C", "C", "N", "H", "H", "H", "H", "H", "H", "O", "S", "O", "O", "O", "S", "C", "C", "N", "C", "H", "H", "H", "C", "N", "C", "C", "N", "H", "H", "H", "H", "H", "H"], "positions_angstrom": [[0.340, -0.790, 0.009], [-0.772, 4.963, 1.860], [0.723, 4.646, 1.808], [1.106, 3.479, 2.574], [1.162, 2.184, 2.053], [1.369, 0.963, 3.242], [1.145, 2.135, 0.749], [1.206, 1.020, -0.077], [1.690, 1.377, -1.300], [2.038, 2.814, -1.573], [1.844, 0.356, -2.232], [2.402, 0.502, -3.537], [2.515, -0.576, -4.362], [2.067, -1.841, -3.912], [1.556, -1.934, -2.643], [1.447, -0.899, -1.796], [-1.000, 5.834, 1.240], [-1.346, 4.111, 1.502], [-1.081, 5.177, 2.886], [1.030, 4.452, 0.782], [1.284, 5.506, 2.188], [0.955, 3.498, 3.567], [2.761, 3.182, -0.842], [2.450, 2.934, -2.573], [1.144, 3.437, -1.483], [2.749, 1.471, -3.867], [2.950, -0.468, -5.348], [2.124, -2.712, -4.551], [1.206, -2.889, -2.271], [-2.699, 0.056, 2.627], [-2.919, 1.127, 1.779], [-1.858, 1.170, 0.941], [-1.003, 0.137, 1.221], [-1.546, -0.535, 2.225], [-0.928, -1.704, 2.752], [0.211, -2.145, 2.265], [0.525, -3.246, 3.002], [-0.426, -3.477, 3.948], [-1.349, -2.469, 3.798], [-3.427, -0.408, 3.140], [-3.782, 1.759, 1.878], [-1.637, 1.865, 0.153], [1.438, -3.793, 2.832], [-0.519, -4.231, 4.709], [-2.253, -2.434, 4.230], [-1.713, -4.396, -0.750], [-1.441, -2.995, -0.594], [-1.734, -2.353, -2.042], [-0.006, -2.727, -0.338], [-2.313, -2.311, 0.330], [4.826, -1.534, 1.597], [4.069, -3.016, 1.147], [2.827, -2.758, 0.672], [2.459, -1.437, 0.663], [3.405, -0.680, 1.122], [4.578, -3.957, 1.270], [2.123, -3.497, 0.318], [3.373, 0.394, 1.179], [-4.052, -1.256, -2.862], [-2.840, -0.463, -2.772], [-3.094, 0.958, -2.663], [-1.787, -0.927, -1.961], [-0.994, -0.231, -1.315], [-4.620, -0.929, -3.736], [-4.686, -1.140, -1.969], [-3.802, -2.306, -2.973], [-3.626, 1.291, -3.558], [-2.141, 1.473, -2.581], [-3.704, 1.196, -1.779]], "forces_ev_per_a": [[3.955, 1.704, -0.397], [0.176, -0.008, 0.022], [0.009, -0.176, 0.114], [-0.121, 0.222, -0.127], [0.231, -0.248, -0.768], [0.064, -0.511, 0.171], [-0.287, 0.696, 0.145], [-0.391, 0.027, 0.710], [0.430, 0.174, -0.474], [-0.014, -0.249, -0.008], [-0.056, 0.274, 0.445], [0.124, -0.212, -0.318], [0.025, 0.323, 0.129], [-0.056, -0.181, 0.207], [0.264, -0.251, -0.381], [-0.226, 0.298, -0.062], [-0.052, -0.009, 0.017], [-0.065, -0.070, -0.048], [-0.041, 0.003, -0.021], [0.021, 0.087, -0.016], [0.032, 0.004, -0.069], [0.002, -0.077, 0.040], [-0.011, 0.087, -0.051], [0.000, 0.023, -0.014], [0.055, 0.065, 0.007], [-0.035, 0.000, 0.002], [-0.022, 0.030, -0.011], [-0.041, -0.043, 0.069], [-0.023, 0.014, 0.017], [0.223, -0.442, -0.257], [-0.070, 0.132, 0.115], [0.070, 0.314, -0.066], [-1.626, -0.097, 1.603], [-0.469, 1.165, -0.413], [0.553, -0.717, 0.551], [-0.768, 0.546, 0.219], [0.302, -0.184, 0.022], [-0.007, -0.012, 0.068], [-0.038, 0.107, -0.385], [0.066, 0.065, 0.186], [0.025, -0.001, -0.024], [0.050, -0.031, -0.029], [-0.044, -0.028, -0.021], [-0.007, 0.007, -0.024], [0.019, 0.059, 0.124], [0.342, 0.109, -0.270], [-1.388, -1.343, -0.322], [-0.026, -0.054, 0.405], [-0.216, -0.799, -0.274], [0.007, 0.033, 0.145], [-0.343, -0.033, -0.138], [0.131, 0.287, 0.071], [0.246, -0.329, 0.047], [0.039, -0.551, 0.404], [0.438, -0.147, -0.106], [-0.093, -0.036, -0.073], [-0.016, 0.027, -0.009], [-0.257, 0.089, 0.083], [0.120, 0.018, 0.014], [0.070, -0.328, -0.044], [0.129, -0.144, -0.087], [-0.093, 0.834, -0.300], [-1.204, -0.617, -0.552], [-0.033, -0.026, 0.017], [-0.006, -0.002, -0.018], [-0.065, 0.011, -0.036], [-0.010, 0.028, 0.028], [-0.033, 0.070, -0.006], [0.033, 0.025, 0.021]], "nbo_charge": [1.575, -0.615, -0.220, -0.640, 0.270, -0.491, -0.486, -0.434, 0.083, -0.629, 0.091, -0.230, -0.213, -0.360, 0.075, -0.578, 0.192, 0.210, 0.188, 0.228, 0.169, 0.387, 0.217, 0.194, 0.212, 0.199, 0.194, 0.202, 0.204, -0.520, -0.107, -0.007, -0.527, 0.451, 0.318, -0.410, -0.063, -0.091, -0.503, 0.408, 0.215, 0.253, 0.218, 0.213, 0.410, -0.964, 2.617, -0.732, -0.997, -0.984, 0.393, -0.461, -0.035, -0.473, -0.068, 0.234, 0.237, 0.260, -0.404, -0.463, -0.401, 0.652, -0.825, 0.182, 0.166, 0.229, 0.181, 0.238, 0.165], "total_energy_ha": -3802.58726, "e_homo_ha": [-0.06891, -0.07378], "orbital_gap_ev": [4.1, 4.2], "charge": -1, "e_above_lowest_kj_mol": 147.4}

# 4
{"formula": "C5H2O", "method": "ωB97M-V with the def2-TZVPD basis set", "species": ["O", "C", "C", "C", "C", "C", "H", "H"], "positions_angstrom": [[0.525, -2.058, 1.961], [0.639, -1.301, 1.036], [1.568, -0.920, -0.013], [0.517, -0.141, -0.185], [-0.287, 0.849, -0.761], [-0.978, 1.702, -1.260], [-0.393, -0.589, 0.927], [-1.590, 2.458, -1.704]], "forces_ev_per_a": [[-0.024, 0.418, -0.453], [0.278, -0.575, 0.457], [-0.334, 0.150, 0.058], [0.056, 0.060, -0.107], [-0.275, 0.369, -0.231], [0.270, -0.362, 0.225], [-0.087, 0.072, -0.022], [0.116, -0.132, 0.074]], "nbo_charge": [-0.475, 0.421, -0.158, -0.019, -0.129, -0.050, 0.158, 0.251], "total_energy_ha": -266.68765, "e_homo_ha": -0.35560, "orbital_gap_ev": 9.2, "e_above_lowest_kj_mol": 344.2}